23
Properties=species:S:1:pos:R:3:nbo_charge:R:1 method="wB97M-V/def2-TZVPD" total_charge=-1 homo_ev=-4.07 homo_lumo_gap_ev=7.6 lumo_energy_ev=3.55
N -2.325 2.377 0.787 -0.84
C -0.937 1.886 0.663 -0.23
C -0.652 0.831 1.732 -0.39
C 0.478 -0.147 1.381 -0.41
C 0.441 -0.659 -0.052 0.06
C 1.016 -2.091 -0.258 -0.08
O 1.955 -1.990 -1.293 -0.73
B 1.657 -0.733 -1.978 0.57
S 0.162 -0.947 -3.305 -0.49
O 1.194 0.159 -0.898 -0.73
H -2.520 3.000 0.015 0.35
H -2.944 1.585 0.651 0.34
H -0.721 1.488 -0.331 0.21
H -0.283 2.746 0.831 0.17
H -0.398 1.357 2.660 0.19
H -1.571 0.272 1.950 0.18
H 1.452 0.322 1.556 0.21
H 0.416 -1.005 2.059 0.19
H -0.610 -0.680 -0.389 0.15
H 0.196 -2.767 -0.543 0.15
H 1.490 -2.493 0.647 0.14
H 2.585 -0.253 -2.595 -0.12
H -0.080 -2.259 -3.288 0.11


238
Properties=species:S:1:pos:R:3:lowdin_charge:R:1 method="wB97M-V/def2-TZVPD" de_lowest_ev=3.4761 homo_ev=-8.75 homo_lumo_gap_ev=9.3 lumo_energy_ev=0.54
C -29.881 -17.327 2.070 -0.09
C -30.656 -16.085 1.703 -0.41
C -29.811 -14.937 1.093 -0.21
O -28.906 -14.486 2.072 -0.17
C -28.088 -13.469 1.568 -0.10
N -31.798 -16.491 0.831 0.04
H -29.008 -17.106 2.690 0.07
H -29.533 -17.908 1.155 0.10
H -30.488 -18.064 2.598 0.07
H -31.015 -15.607 2.658 0.15
H -30.468 -14.111 0.825 0.07
H -29.263 -15.203 0.163 0.14
H -28.700 -12.587 1.292 0.07
H -27.495 -13.776 0.734 0.07
H -27.325 -13.037 2.272 0.09
H -31.478 -17.292 0.270 0.07
H -32.559 -16.762 1.423 0.06
C -26.887 -14.174 -4.064 -0.04
C -27.811 -13.180 -3.326 -0.42
C -26.979 -12.208 -2.551 -0.24
O -26.320 -12.939 -1.563 -0.16
C -25.238 -12.248 -0.959 -0.08
N -28.712 -12.482 -4.286 0.06
H -26.099 -13.605 -4.524 0.06
H -27.459 -14.655 -4.887 0.08
H -26.424 -14.985 -3.434 0.10
H -28.440 -13.725 -2.615 0.12
H -27.633 -11.434 -2.165 0.11
H -26.291 -11.726 -3.206 0.10
H -25.415 -11.212 -0.787 0.06
H -24.261 -12.379 -1.443 0.10
H -25.171 -12.650 0.081 0.07
H -29.417 -12.036 -3.711 0.04
H -29.192 -13.147 -4.869 0.06
C -23.898 -5.455 -4.690 -0.04
C -25.389 -5.308 -4.517 -0.45
C -25.676 -4.057 -3.728 -0.18
O -25.238 -4.228 -2.335 -0.23
C -25.535 -3.128 -1.471 -0.10
N -26.125 -5.269 -5.798 0.06
H -23.492 -4.784 -5.460 0.09
H -23.679 -6.467 -5.008 0.05
H -23.385 -5.270 -3.746 0.08
H -25.751 -6.178 -3.944 0.09
H -26.768 -3.792 -3.715 0.12
H -25.071 -3.212 -4.074 0.13
H -25.463 -3.540 -0.439 0.08
H -26.592 -2.825 -1.596 0.08
H -24.856 -2.324 -1.575 0.06
H -25.736 -4.462 -6.239 0.06
H -27.099 -5.037 -5.596 0.05
C -31.303 -13.380 -1.718 -0.07
C -31.879 -12.024 -1.537 -0.38
C -32.393 -11.958 -0.056 -0.16
O -31.298 -12.084 0.868 -0.26
C -31.651 -12.341 2.206 -0.11
N -30.927 -10.937 -1.872 0.10
H -30.313 -13.349 -1.267 0.06
H -31.210 -13.720 -2.735 0.08
H -31.830 -14.104 -1.087 0.07
H -32.831 -11.833 -2.030 0.13
H -33.043 -12.839 0.069 0.12
H -32.926 -11.004 0.147 0.12
H -30.730 -12.597 2.748 0.08
H -32.303 -13.211 2.313 0.09
H -31.977 -11.424 2.757 0.10
H -30.256 -10.749 -1.178 0.00
H -31.444 -10.128 -2.077 0.02
C -34.739 -8.733 -4.364 -0.06
C -34.542 -8.913 -2.844 -0.48
C -33.281 -8.205 -2.444 -0.19
O -33.109 -8.592 -1.058 -0.21
C -32.032 -7.991 -0.432 -0.14
N -35.723 -8.521 -2.149 0.05
H -35.604 -9.312 -4.760 0.08
H -33.845 -9.024 -4.947 0.08
H -35.024 -7.682 -4.547 0.08
H -34.353 -10.012 -2.648 0.15
H -33.424 -7.157 -2.558 0.12
H -32.407 -8.466 -3.017 0.10
H -31.046 -8.400 -0.696 0.06
H -32.144 -8.200 0.642 0.09
H -32.041 -6.895 -0.587 0.10
H -35.917 -7.563 -2.420 0.07
H -35.622 -8.509 -1.136 0.08
C -25.324 -14.397 3.757 -0.06
C -24.618 -13.724 2.565 -0.41
C -24.221 -12.236 2.934 -0.20
O -25.378 -11.581 3.418 -0.23
C -25.042 -10.263 3.908 -0.09
N -23.376 -14.468 2.247 0.02
H -24.626 -14.724 4.518 0.07
H -25.901 -15.307 3.467 0.09
H -25.946 -13.699 4.278 0.05
H -25.265 -13.813 1.643 0.11
H -23.722 -11.717 2.158 0.10
H -23.557 -12.264 3.842 0.13
H -24.204 -10.339 4.635 0.10
H -25.880 -10.031 4.551 0.05
H -24.878 -9.525 3.142 0.07
H -22.931 -13.980 1.483 0.06
H -22.798 -14.500 3.109 0.08
C -22.025 -8.808 2.430 -0.03
C -21.687 -7.521 3.255 -0.39
C -22.936 -6.691 3.480 -0.21
O -24.030 -7.426 4.014 -0.18
C -25.031 -6.574 4.413 -0.14
N -21.123 -7.898 4.582 0.03
H -22.691 -8.467 1.628 0.05
H -22.623 -9.414 3.143 0.06
H -21.190 -9.314 2.005 0.06
H -20.974 -6.880 2.695 0.12
H -23.283 -6.276 2.516 0.11
H -22.641 -5.916 4.129 0.10
H -25.420 -5.918 3.656 0.04
H -24.813 -5.987 5.278 0.07
H -25.917 -7.173 4.733 0.09
H -21.891 -8.358 5.084 0.07
H -20.784 -7.114 5.159 0.07
C -29.319 -3.607 4.230 -0.05
C -29.022 -4.294 2.912 -0.41
C -28.841 -3.117 1.910 -0.21
O -30.040 -2.345 1.815 -0.19
C -29.800 -1.254 0.890 -0.09
N -27.843 -5.144 3.060 0.06
H -29.504 -4.448 4.957 0.07
H -30.163 -2.916 4.220 0.08
H -28.458 -3.095 4.668 0.07
H -29.808 -4.881 2.492 0.12
H -28.645 -3.541 0.888 0.12
H -28.019 -2.437 2.173 0.11
H -30.679 -0.646 0.759 0.08
H -29.650 -1.699 -0.077 0.07
H -28.922 -0.609 1.146 0.10
H -27.786 -5.911 2.383 0.06
H -27.923 -5.568 3.988 0.03
C -22.869 -9.234 -5.928 -0.06
C -23.022 -10.322 -4.913 -0.44
C -24.064 -9.935 -3.881 -0.23
O -23.801 -8.648 -3.350 -0.17
C -24.917 -8.185 -2.536 -0.07
N -23.307 -11.688 -5.435 0.05
H -22.491 -8.409 -5.319 0.07
H -23.753 -8.856 -6.368 0.07
H -22.195 -9.575 -6.740 0.09
H -22.105 -10.477 -4.297 0.15
H -24.170 -10.773 -3.174 0.11
H -24.982 -9.919 -4.487 0.12
H -25.210 -8.876 -1.767 0.06
H -25.785 -7.960 -3.154 0.05
H -24.639 -7.237 -2.028 0.08
H -24.242 -11.690 -5.750 0.04
H -22.742 -11.968 -6.214 0.06
C -21.299 -3.702 2.259 -0.06
C -21.273 -3.514 0.757 -0.39
C -21.745 -4.733 0.029 -0.24
O -20.914 -5.830 0.343 -0.20
C -21.173 -6.917 -0.591 -0.07
N -22.145 -2.322 0.316 0.05
H -20.738 -4.599 2.550 0.07
H -22.328 -3.857 2.620 0.06
H -20.815 -2.859 2.775 0.08
H -20.318 -3.148 0.327 0.14
H -21.846 -4.588 -1.027 0.11
H -22.834 -4.966 0.375 0.14
H -22.244 -7.239 -0.509 0.09
H -20.474 -7.695 -0.338 0.08
H -20.900 -6.638 -1.639 0.10
H -21.641 -1.769 -0.340 0.05
H -22.337 -1.749 1.107 0.03
C -28.636 -5.962 -1.490 -0.02
C -28.640 -6.507 -2.931 -0.39
C -29.327 -7.853 -3.046 -0.22
O -29.212 -8.415 -4.333 -0.18
C -28.024 -9.102 -4.631 -0.10
N -29.436 -5.595 -3.853 0.06
H -29.634 -6.071 -1.095 0.07
H -28.358 -4.920 -1.404 0.06
H -27.928 -6.546 -0.861 0.06
H -27.613 -6.664 -3.272 0.09
H -30.384 -7.780 -2.806 0.10
H -28.858 -8.499 -2.278 0.11
H -28.075 -9.556 -5.615 0.09
H -27.802 -9.766 -3.753 0.08
H -27.175 -8.400 -4.733 0.07
H -28.929 -4.742 -4.069 0.04
H -29.614 -6.173 -4.695 0.08
C -25.483 -3.137 5.187 -0.06
C -25.329 -2.343 3.869 -0.40
C -24.225 -1.292 3.801 -0.20
O -24.612 -0.123 4.538 -0.18
C -23.594 0.809 4.724 -0.13
N -25.025 -3.341 2.788 0.05
H -24.556 -3.474 5.629 0.06
H -26.100 -4.059 5.046 0.05
H -25.978 -2.528 5.995 0.09
H -26.274 -1.841 3.660 0.11
H -24.060 -1.017 2.741 0.12
H -23.289 -1.821 4.181 0.14
H -24.034 1.614 5.273 0.08
H -23.228 1.285 3.795 0.09
H -22.774 0.328 5.233 0.08
H -25.868 -3.888 2.543 0.04
H -24.807 -2.878 1.911 0.04
C -28.395 -9.554 2.658 -0.02
C -28.611 -9.087 1.182 -0.43
C -27.305 -8.653 0.493 -0.20
O -26.676 -7.635 1.223 -0.20
C -25.453 -7.099 0.761 -0.08
N -29.129 -10.126 0.372 0.05
H -28.087 -8.692 3.275 0.06
H -27.605 -10.330 2.664 0.07
H -29.322 -10.013 3.097 0.09
H -29.270 -8.224 1.310 0.13
H -27.561 -8.366 -0.524 0.09
H -26.649 -9.530 0.559 0.12
H -25.549 -6.736 -0.261 0.06
H -24.638 -7.869 0.694 0.09
H -25.115 -6.252 1.382 0.08
H -29.894 -10.534 0.936 0.07
H -28.426 -10.886 0.417 0.08
C -28.205 -6.058 8.179 -0.07
C -27.736 -7.009 7.111 -0.44
C -27.794 -8.488 7.513 -0.19
O -27.430 -9.217 6.359 -0.22
C -27.393 -10.604 6.636 -0.10
N -28.404 -6.732 5.827 0.05
H -27.732 -6.277 9.145 0.08
H -29.285 -6.038 8.369 0.08
H -27.879 -5.041 7.857 0.09
H -26.684 -6.737 6.971 0.12
H -28.859 -8.790 7.736 0.15
H -27.147 -8.674 8.345 0.12
H -26.702 -10.692 7.468 0.09
H -27.026 -11.165 5.785 0.07
H -28.358 -11.105 6.833 0.10
H -28.340 -7.551 5.244 0.04
H -29.393 -6.509 5.965 0.08


64
Properties=species:S:1:pos:R:3:nbo_charge:R:1 method="wB97M-V/def2-TZVPD" total_charge=+1 homo_ev=-9.59 homo_lumo_gap_ev=6.6 lumo_energy_ev=-3.01
C -0.263 6.963 1.440 -0.13
C -0.073 5.830 1.755 -0.09
C 0.306 4.441 2.098 -0.78
P 2.077 4.249 1.642 1.05
C 2.991 3.020 2.636 -0.72
C 3.387 3.481 4.071 -0.42
C 3.808 4.961 4.215 -0.55
S 5.059 5.484 2.978 -0.03
H -0.122 7.984 1.156 0.26
H 0.086 4.207 3.144 0.29
H -0.298 3.802 1.438 0.30
H 2.086 3.769 0.314 0.06
H 2.653 5.524 1.596 0.07
H 3.894 2.737 2.082 0.29
H 2.351 2.128 2.706 0.28
H 2.599 3.191 4.775 0.24
H 4.266 2.883 4.346 0.24
H 4.312 5.049 5.184 0.26
H 2.939 5.629 4.274 0.23
H 4.480 6.503 2.298 0.13
C -0.417 0.848 0.209 -0.62
C -0.222 0.335 1.630 -0.21
N -1.334 -0.450 2.113 -0.45
C -1.290 -0.696 3.547 -0.21
C -0.133 -1.536 4.096 -0.64
C -1.711 -1.590 1.287 -0.22
C -0.642 -2.651 1.000 -0.64
H -1.352 1.402 0.114 0.22
H 0.403 1.523 -0.057 0.18
H -0.417 0.039 -0.520 0.23
H -0.106 1.210 2.285 0.16
H 0.730 -0.219 1.679 0.16
H -2.235 -1.147 3.858 0.21
H -1.267 0.279 4.049 0.18
H -0.257 -2.593 3.866 0.21
H -0.104 -1.451 5.184 0.22
H 0.836 -1.208 3.717 0.19
H -2.074 -1.209 0.328 0.19
H -2.583 -2.075 1.731 0.21
H 0.317 -2.213 0.717 0.20
H -0.968 -3.280 0.170 0.22
H -0.483 -3.310 1.852 0.21
C -0.117 -1.659 -3.020 -0.62
C -1.019 -2.876 -3.157 -0.21
N -2.008 -2.743 -4.208 -0.45
C -3.047 -3.760 -4.156 -0.21
C -2.637 -5.219 -4.380 -0.64
C -1.489 -2.442 -5.534 -0.22
C -0.472 -3.412 -6.145 -0.64
H -0.704 -0.747 -2.889 0.20
H 0.527 -1.774 -2.144 0.20
H 0.534 -1.531 -3.886 0.21
H -1.544 -3.005 -2.205 0.19
H -0.391 -3.770 -3.289 0.16
H -3.835 -3.500 -4.868 0.20
H -3.526 -3.693 -3.172 0.19
H -2.420 -5.421 -5.428 0.20
H -3.459 -5.878 -4.094 0.22
H -1.770 -5.503 -3.783 0.20
H -1.030 -1.449 -5.500 0.19
H -2.329 -2.326 -6.224 0.20
H 0.304 -3.704 -5.436 0.20
H 0.026 -2.933 -6.991 0.21
H -0.948 -4.313 -6.527 0.21


17
Properties=species:S:1:pos:R:3:nbo_charge:R:1 method="wB97M-V/def2-TZVPD" de_lowest_ev=0.9944 total_charge=-1 homo_ev=-4.22 homo_lumo_gap_ev=8.4 lumo_energy_ev=4.15
N -1.526 0.975 -0.550 -0.94
C -0.217 1.608 -0.384 0.86
O 0.206 2.143 -1.437 -0.81
O 0.293 1.541 0.768 -0.80
H -2.059 1.138 0.301 0.36
H -2.082 1.326 -1.339 0.36
C -1.024 -2.389 1.381 -0.56
C 0.076 -1.644 1.099 0.05
N 0.464 -1.374 -0.208 -0.66
C 1.820 -0.832 -0.540 -0.44
H -1.597 -3.005 0.684 0.18
H -1.334 -2.518 2.411 0.18
H 0.599 -1.128 1.904 0.19
H -0.315 -1.036 -0.781 0.42
H 1.646 0.046 -1.232 0.24
H 2.206 -0.340 0.369 0.21
H 2.445 -1.618 -0.998 0.17


14
Properties=species:S:1:pos:R:3:nbo_charge:R:1 method="wB97M-V/def2-TZVPD" de_lowest_ev=1.2885 total_charge=+1 homo_ev=-15.26 homo_lumo_gap_ev=11.1 lumo_energy_ev=-4.19
C -1.396 0.523 0.029 -0.42
N 2.001 0.338 -1.281 -0.79
C 0.672 0.542 -1.186 0.41
N -0.071 -0.009 -0.288 -0.47
H -2.120 -0.275 0.135 0.24
H -1.380 1.136 0.919 0.23
H -1.790 1.081 -0.826 0.22
H 2.454 -0.564 -1.365 0.44
H 2.527 1.075 -1.714 0.42
H 0.183 1.101 -1.978 0.23
H 0.212 -0.812 0.284 0.47
H 0.055 -0.810 2.688 0.49
H -1.059 -1.856 2.511 0.50
O -0.288 -1.468 2.070 -0.97


10
Properties=species:S:1:pos:R:3:nbo_charge:R:1 method="wB97M-V/def2-TZVPD" de_lowest_ev=2.3326 homo_ev=-10.15 smiles="O=Cc1cocn1" homo_lumo_gap_ev=10.0 lumo_energy_ev=-0.15
C -1.781 0.212 0.016 0.39
C -0.400 0.045 -0.004 -0.08
C 0.568 0.950 -0.013 0.14
C 1.424 -1.031 -0.043 0.36
H -2.101 1.348 0.291 0.10
H 0.650 1.889 -0.209 0.20
H 2.388 -1.729 0.179 0.21
N 0.200 -1.283 -0.005 -0.42
O -2.702 -0.626 -0.115 -0.49
O 1.755 0.226 -0.097 -0.41